ORCA calculation (ωB97M-V/def2-TZVPD) on a molecular structure, C50H56BCsN15O3 in a non-equilibrium geometry.

HOMO energy (eV): -2.7
Calculated total energy (hartree): -3031.0750
LUMO (eV): 1.8
ΔE to the lowest compared entry with this formula, charge and spin (eV): 0.697
Net charge: -1

Structure (XYZ):
```
126
Properties=species:S:1:pos:R:3:forces:R:3
Cs 0.79765 -0.82550 -0.02731 -0.8 0.4 -0.7
C -1.02536 -4.79572 2.38655 0.0 0.1 0.0
C -0.30912 -3.58720 2.27535 0.1 -0.1 -0.1
N 0.73202 -3.44274 1.49174 0.0 -0.3 0.1
C 1.15206 -4.49145 0.73196 0.0 0.2 0.0
C 0.48454 -5.74294 0.75849 -0.1 0.0 0.1
C -0.62580 -5.85717 1.63097 0.0 -0.1 -0.1
C 0.90196 -6.80982 -0.07276 0.0 0.0 0.0
C 1.96093 -6.59441 -0.92175 0.1 0.1 0.0
C 2.65611 -5.37939 -0.95886 -0.1 -0.1 0.1
C 2.32212 -4.29271 -0.12669 0.2 0.2 -0.1
N 2.92090 -3.09103 -0.12549 0.0 0.0 0.2
C 4.19904 -2.89518 -0.55854 -0.1 0.0 0.0
C 5.25208 -3.79847 -0.43207 0.1 0.0 -0.1
C 6.55498 -3.50198 -0.87474 -0.1 -0.1 0.1
C 6.86416 -2.30478 -1.45918 -0.1 0.0 0.0
C 5.84386 -1.32906 -1.58271 0.1 0.1 0.1
C 6.07589 -0.05582 -2.15705 0.1 0.0 0.0
C 5.06951 0.85869 -2.23290 -0.1 0.0 0.0
C 3.80168 0.51151 -1.71513 0.0 -0.1 0.0
N 3.55068 -0.65679 -1.18011 0.3 -0.1 -0.1
C 4.53821 -1.59385 -1.11100 -0.2 0.0 -0.1
H -1.87529 -4.86086 3.05360 0.0 0.0 0.0
H -0.60913 -2.71743 2.85726 0.1 0.0 -0.1
H -1.15349 -6.80415 1.67900 0.0 0.0 0.0
H 0.38051 -7.75923 -0.03692 0.0 0.0 0.0
H 2.27503 -7.39093 -1.58923 0.0 0.0 0.0
H 3.47853 -5.26035 -1.65080 0.0 0.0 0.0
H 5.05220 -4.75997 0.02283 0.0 0.0 0.0
H 7.33047 -4.25066 -0.74995 0.0 0.0 0.0
H 7.86429 -2.08756 -1.81625 0.0 0.0 0.0
H 7.06786 0.17413 -2.53347 0.0 0.0 0.0
H 5.22184 1.83541 -2.67331 0.0 0.0 0.0
H 2.97431 1.21800 -1.75878 0.0 0.0 0.0
C -1.75799 1.32402 5.94433 0.1 -0.1 -0.1
N -0.76655 0.51655 5.24213 -0.1 0.1 0.3
C -0.63104 0.27317 3.93126 -0.1 -0.1 0.0
N 0.39848 -0.51973 3.71279 -1.0 -0.1 0.9
C 0.86936 -0.73501 4.97036 -0.2 0.0 0.0
N 0.20045 -0.13195 5.93246 0.0 0.1 -0.2
C -1.51583 2.80771 5.83623 -0.1 0.0 -0.1
C -0.77300 3.47744 6.79932 0.1 -0.1 0.0
C -0.55215 4.84230 6.68900 0.0 0.1 -0.1
C -1.07837 5.55047 5.61878 0.1 0.1 0.3
C -1.82964 4.88709 4.66116 -0.2 0.3 -0.3
C -2.04586 3.52310 4.76973 0.0 -0.3 -0.1
C -2.39772 5.64267 3.53411 0.0 -0.4 0.5
N -2.47105 6.90893 3.36484 0.1 0.4 -0.4
N -3.04392 7.09454 2.09728 -0.1 0.3 0.4
C -3.30628 5.92117 1.64807 -0.1 -0.1 -0.5
O -2.93299 4.95255 2.51097 0.1 -0.5 -0.1
C -3.85491 5.50902 0.34732 0.1 0.1 0.4
C -4.28382 6.45816 -0.56705 0.0 0.1 -0.2
C -4.70259 6.03766 -1.82085 0.0 0.1 0.1
C -4.68626 4.69118 -2.15444 -0.1 -0.1 -0.1
C -4.28336 3.73432 -1.23186 0.1 -0.1 0.2
C -4.25465 2.26119 -1.60766 0.0 0.1 0.1
N -3.58850 1.44010 -0.61942 -0.1 0.2 -0.2
C -2.28577 1.46986 -0.31723 0.0 0.0 0.1
N -2.06035 0.67844 0.71700 -0.1 -0.2 0.3
C -3.29190 0.17797 0.99814 -0.1 0.0 -0.1
N -4.26668 0.62402 0.23211 0.3 0.1 -0.1
C -3.87649 4.15853 0.02519 0.0 -0.2 -0.1
H -1.70591 1.00580 6.98126 0.0 0.0 0.1
H -2.74573 1.07421 5.55927 0.0 0.0 -0.1
H -1.27808 0.69932 3.17750 0.0 -0.1 -0.1
H 1.73211 -1.34891 5.18151 0.0 0.0 0.0
H -0.34978 2.92228 7.62939 0.0 0.0 0.0
H 0.04011 5.35555 7.43596 0.0 0.0 0.0
H -0.91846 6.61636 5.51701 0.0 0.0 0.0
H -2.62779 3.01586 4.00781 0.0 0.0 0.0
H -4.24812 7.50869 -0.30563 0.0 -0.1 0.0
H -5.01920 6.76912 -2.55370 0.0 0.0 0.0
H -4.98739 4.37904 -3.14874 0.0 0.0 0.0
H -3.74269 2.13657 -2.56432 0.1 0.0 0.0
H -5.26409 1.86741 -1.69618 -0.1 0.0 0.0
H -1.53034 2.00258 -0.90889 -0.1 -0.1 0.0
H -3.46931 -0.57394 1.75400 0.0 0.1 0.0
H -3.54061 3.43609 0.75621 0.0 0.0 0.0
N 2.10858 2.89750 1.57870 0.0 0.1 0.1
C 1.74443 2.21813 2.82361 0.1 -0.1 -0.3
C 2.96984 1.52833 3.42660 -0.1 0.0 -0.1
C 3.55853 0.48387 2.48226 -0.2 -0.1 0.0
N 2.55400 -0.54303 2.21053 1.2 -0.2 0.0
H 2.65064 3.73233 1.76136 0.0 0.0 0.0
H 1.29902 3.16780 1.03537 0.0 -0.1 0.0
H 1.00850 1.45207 2.57556 0.2 0.2 -0.1
H 1.28609 2.87836 3.56978 0.0 0.1 0.1
H 2.68136 1.05542 4.37337 0.1 0.1 0.0
H 3.73663 2.27507 3.66247 0.0 0.0 0.0
H 4.49183 0.08687 2.89473 0.1 0.0 0.1
H 3.79568 0.98167 1.54240 0.1 -0.1 -0.1
H 2.31861 -1.06503 3.04825 0.1 0.1 -0.4
H 2.88093 -1.22267 1.52328 0.3 0.0 0.2
C -3.08990 -4.01695 -3.70332 0.1 0.0 0.0
N -2.33277 -4.18351 -2.47112 0.0 0.0 0.3
C -1.34520 -5.26408 -2.42975 0.0 0.2 0.0
C -2.10573 -3.09984 -1.72845 0.2 0.1 -0.3
N -1.89447 -2.13724 -1.12035 -0.3 -0.3 0.0
H -3.61044 -4.94882 -3.92525 0.0 0.0 0.0
H -2.43796 -3.76339 -4.54530 0.0 0.0 0.0
H -3.82340 -3.22426 -3.57749 0.0 0.0 0.0
H -1.85399 -6.22357 -2.52632 0.0 0.0 0.0
H -0.81220 -5.24417 -1.48238 0.0 0.0 0.0
H -0.61567 -5.16156 -3.23810 0.0 0.0 0.0
C -0.97701 1.42148 -6.09653 0.0 0.1 -0.1
C -1.05653 0.47815 -4.90214 0.0 0.1 0.2
C -2.19653 -0.50697 -5.11680 -0.1 0.0 -0.1
O -1.37774 1.28368 -3.74595 0.2 -0.2 0.0
B -0.25753 1.41955 -2.86354 0.0 0.0 -0.1
O 0.75896 0.58474 -3.39924 -0.1 0.1 -0.1
C 0.30601 -0.18616 -4.53163 0.0 0.1 0.3
C 1.37269 -0.11461 -5.61193 0.1 0.0 -0.1
C 0.18498 -1.63056 -4.05324 0.0 -0.1 0.0
H -1.93939 1.92710 -6.20250 0.0 0.0 0.0
H -0.75819 0.88905 -7.02784 0.0 0.0 0.0
H -0.21563 2.18463 -5.93446 0.0 0.0 0.0
H -3.10678 0.04708 -5.35995 0.0 0.0 0.0
H -2.38386 -1.08277 -4.21105 0.0 0.0 0.0
H -1.98554 -1.19559 -5.94258 0.0 0.0 0.0
H 1.57649 0.91385 -5.90712 0.0 0.0 0.0
H 1.08174 -0.68839 -6.49942 0.0 0.0 0.0
H 2.29716 -0.54055 -5.21602 0.0 0.0 0.0
H -0.53330 -1.70327 -3.23653 0.0 0.0 0.0
H 1.15766 -1.95132 -3.67087 0.0 0.0 0.0
H -0.11114 -2.31055 -4.86043 0.0 0.0 0.0
```
Forces are in eV/Å.


ORCA calculation (ωB97M-V/def2-TZVPD) on C3H6O2 in the gas phase in a non-equilibrium geometry.

HOMO energy (eV): -10.2
Calculated total energy (hartree): -268.3176
LUMO (eV): 1.1
ΔE to the lowest compared entry with this formula, charge and spin (eV): 2.384

Structure (XYZ):
```
11
Properties=species:S:1:pos:R:3:forces:R:3
O -1.65531 -0.35029 -0.58237 -0.2 0.3 0.4
C -0.99030 0.71868 0.10903 0.2 0.0 -0.4
C 0.52131 0.43747 0.06343 -0.3 0.2 -0.5
C 1.09947 -0.86725 0.44112 0.2 0.2 0.3
O 0.85510 -0.56341 -0.91194 0.0 0.1 -0.6
H -1.06352 -0.78337 -1.25365 -0.3 1.0 1.2
H -1.12575 1.68773 -0.40105 -0.1 -0.3 -0.2
H -1.41794 0.94304 1.14347 0.6 -1.1 -1.2
H 1.14233 1.33494 -0.11887 -0.2 -0.6 0.8
H 0.47476 -1.68094 0.83855 0.2 0.6 0.0
H 2.15986 -0.87659 0.67228 -0.1 -0.3 0.3
```
Forces are in eV/Å.


ORCA calculation (ωB97M-V/def2-TZVPD) on C3H6O2 in the gas phase in a non-equilibrium geometry.

HOMO energy (eV): -10.3
Calculated total energy (hartree): -268.2773
LUMO (eV): 0.8
ΔE to the lowest compared entry with this formula, charge and spin (eV): 3.482

Structure (XYZ):
```
11
Properties=species:S:1:pos:R:3:forces:R:3
O 1.91481 -0.33727 -0.35252 2.4 2.7 0.8
C 0.79454 -0.17580 0.52122 3.1 -2.4 1.6
C -0.26684 -0.29980 -0.39038 -0.7 -2.1 -2.3
C -1.48207 0.39539 -0.12582 -2.4 1.1 -2.3
O -1.35281 -1.02753 0.07677 -1.9 0.4 0.7
H 2.22965 0.62701 -0.33257 0.2 -2.5 -0.7
H 0.93055 0.75870 0.95118 -0.4 1.8 1.2
H 0.78862 -0.93779 1.37379 0.0 0.7 -1.3
H 0.10904 -0.75769 -1.38125 -0.9 1.6 1.2
H -2.01384 0.70395 -1.11409 0.3 -0.5 2.1
H -1.65167 1.05082 0.77367 0.4 -0.9 -1.0
```
Forces are in eV/Å.


- Among the records above, which one has the lowest HOMO energy?
  number 3


- Among the records above, which one has the lowest HOMO energy?
  number 3


- Number 3 is which compound?
  C3H6O2


- Which value of LUMO does entry 3 give?
  0.8 eV